C14H15IrN9O2S2SbSe5 | ωB97M-V with the def2-TZVPD basis set

Geometry (Å):
N (-3.256, 0.006, 1.075)
C (-2.373, -4.245, 1.108)
Se (4.167, 0.401, -1.689)
O (-2.465, -2.553, -1.328)
H (3.145, -0.440, 1.127)
H (4.731, -2.359, 0.648)
C (-4.403, -0.767, 1.020)
N (1.882, -3.622, -0.654)
C (-0.785, -6.515, 1.185)
C (-1.664, -6.250, 2.238)
C (2.836, -1.347, 0.627)
H (-4.859, -0.858, -1.061)
H (-2.549, -0.516, -0.683)
H (-2.273, 1.084, -0.268)
Sb (3.927, 2.797, -1.518)
N (-4.286, 0.149, 2.910)
N (-2.266, 0.119, 0.072)
C (-4.920, -1.487, -0.171)
C (3.689, -2.417, 0.379)
H (-4.592, 0.429, 3.824)
C (1.151, -2.561, -0.408)
C (-0.694, -5.652, 0.110)
C (-2.467, -5.109, 2.181)
C (-1.489, -4.514, 0.073)
N (-0.160, -2.323, -0.700)
H (-4.368, -2.397, -0.388)
H (-2.981, -3.350, 1.085)
S (-2.220, 1.878, 2.811)
N (-5.036, -0.694, 2.145)
Ir (-0.218, -0.493, 0.337)
Se (0.462, 1.214, -1.375)
H (3.779, -4.388, -0.453)
H (-0.165, -7.403, 1.219)
Se (0.470, 1.812, 0.788)
H (-5.963, -1.721, 0.023)
H (-3.152, -4.892, 2.992)
Se (3.384, 3.729, -3.642)
N (-1.774, -7.135, 3.307)
H (-2.121, -6.727, 4.159)
H (-0.001, -5.841, -0.698)
N (1.577, -1.444, 0.247)
C (-3.213, 0.667, 2.284)
C (3.158, -3.523, -0.250)
N (1.123, 0.018, 4.238)
O (-0.812, -4.078, -2.385)
S (-1.262, -3.359, -1.233)
Se (-0.643, -1.672, 2.498)
C (0.445, -0.632, 3.567)
H (-0.960, -7.707, 3.467)

Output
Net charge ... -1
Spin multiplicity ... 2
E_HOMO (spin up / spin down) ... -4.3692 / -4.3588 eV
LUMO (spin up / spin down) ... 0.0683 / 0.0109 Eh
Energy above the lowest of the compared OMol25 structures with the same formula, charge and spin ... 23.7 kcal/mol
Total energy ... -390050.075 eV



C24H62InN3O3P | ωB97M-V with the def2-TZVPD basis set

Geometry (Å):
H (3.442, -2.419, 4.281)
N (2.938, 6.451, -4.511)
C (-0.416, -0.886, -2.083)
C (-3.961, -4.519, 1.213)
H (4.295, 3.789, -4.339)
H (4.780, 6.865, -5.513)
H (2.977, -0.941, -3.521)
H (-3.798, -2.895, -0.296)
H (5.495, 6.499, -3.363)
H (-6.699, -6.105, 0.372)
C (-1.784, -1.703, 2.242)
H (1.167, -1.995, -4.816)
H (-6.862, -1.741, 1.715)
H (-3.375, -5.076, 0.483)
H (-1.552, 0.976, -2.057)
H (1.025, 1.424, -2.400)
H (-0.786, -3.570, 1.708)
C (3.742, 7.230, -5.433)
H (-2.025, -0.196, -0.832)
H (-2.489, -0.454, -2.517)
H (4.940, 6.518, -1.693)
H (-1.700, -1.726, 5.800)
H (-5.089, -7.289, 2.496)
C (2.401, -1.747, -3.065)
O (-4.615, -2.110, 3.131)
H (0.479, 0.167, -5.153)
C (3.810, 4.155, -5.243)
H (2.308, -1.542, -1.999)
H (2.207, 1.080, -3.668)
H (-6.883, -1.145, 0.061)
C (-1.693, -0.089, -1.866)
C (2.236, -1.301, 6.348)
P (-4.312, -1.815, 1.726)
H (-8.341, 0.024, 1.935)
H (-3.361, -4.335, 2.105)
H (0.624, -2.894, -3.421)
H (-1.232, -0.860, 2.655)
H (-0.793, 0.836, -4.178)
H (0.368, -0.493, -1.415)
C (-7.366, 0.336, 1.559)
H (3.717, 8.000, -7.442)
C (2.495, -2.918, 4.507)
H (-0.630, -0.495, 5.125)
H (3.155, 6.337, -7.334)
N (0.006, -0.934, -3.473)
H (1.006, 2.341, -3.901)
H (-5.430, -3.263, 0.201)
H (3.244, -4.944, 4.461)
O (-2.870, -1.162, 1.487)
H (3.445, 3.283, -5.788)
C (2.638, 5.094, -4.932)
C (1.031, -1.927, -3.732)
C (3.323, 6.618, -3.121)
H (4.778, 5.052, -2.645)
H (2.009, 4.640, -4.163)
H (-6.837, 0.815, 2.379)
H (3.241, 7.686, -2.893)
C (2.786, -4.264, 5.182)
H (2.110, 7.655, -6.786)
H (-2.133, -2.298, 3.083)
C (4.715, 6.138, -2.691)
H (0.154, -2.132, 1.348)
H (-1.258, -2.537, 0.345)
C (-0.855, -2.543, 1.355)
H (2.023, -3.117, 3.539)
H (3.081, -2.828, 7.680)
C (1.167, 1.346, -3.479)
H (2.001, 5.151, -5.819)
H (-7.539, 1.055, 0.760)
H (-0.598, -1.916, -1.766)
H (2.984, -2.664, -3.173)
C (-6.606, -0.888, 1.084)
H (0.208, -3.272, 6.101)
In (-5.734, -5.754, 1.836)
H (2.516, -1.375, 8.492)
H (-6.761, -4.895, 2.994)
N (1.646, -1.970, 5.204)
H (1.352, -2.557, 7.906)
O (-5.194, -0.624, 1.121)
C (0.283, -2.438, 5.386)
H (1.680, -0.375, 6.518)
H (1.876, -4.741, 5.546)
C (-4.405, -3.171, 0.572)
H (3.478, -4.163, 6.018)
H (3.805, 8.243, -5.027)
C (-0.680, -1.341, 5.812)
H (4.570, 4.634, -5.863)
C (2.300, -2.069, 7.676)
H (3.243, -0.985, 6.062)
H (-0.055, -2.834, 4.424)
C (0.185, 0.353, -4.116)
H (2.568, 6.124, -2.504)
C (3.142, 7.304, -6.829)
H (-0.479, -0.980, 6.822)

Output
Net charge ... -1
Spin multiplicity ... 1
E_HOMO ... -4.5866 eV
LUMO ... 0.0741 Eh
Total energy ... -50969.387 eV



> spin multiplicity of number 2 (C24H62InN3O3P)?

1



> net charge of number 1 (C14H15IrN9O2S2SbSe5)?

-1



> Which formula does entry 2 have?

C24H62InN3O3P